{
  "formula": "C17H39OP3PbS",
  "method": "ωB97M-V with the def2-TZVPD basis set",
  "e_above_lowest_kcal_mol": 8.2,
  "charge": 4,
  "total_energy_ha": -2359.869243,
  "spin_multiplicity": 1,
  "symbols": ["Pb", "P", "P", "P", "H", "C", "C", "H", "C", "C", "C", "C", "C", "C", "C", "C", "C", "H", "H", "H", "H", "H", "H", "H", "H", "H", "H", "H", "H", "H", "H", "H", "H", "H", "H", "H", "H", "H", "H", "H", "H", "H", "H", "H", "H", "H", "C", "C", "C", "C", "C", "C", "S", "H", "H", "H", "H", "H", "H", "O", "H", "H"],
  "coordinates": [[0.4406, -1.4908, 0.2201], [-1.0061, -3.0235, -1.5554], [3.0315, -1.8339, -0.8482], [-0.1888, 0.5500, -1.4706], [-0.8709, -0.0970, 3.8897], [-1.7177, 0.3602, 3.3679], [-2.7255, -0.3839, 2.8751], [-2.7025, -1.4887, 2.9625], [-1.3962, -4.7315, -1.0578], [-0.3577, -3.3384, -3.2344], [-2.7230, -2.4793, -1.9108], [4.2071, -0.8464, 0.1481], [3.7261, -3.5330, -0.7371], [3.3674, -1.2975, -2.5649], [-1.8218, 1.1640, -0.8794], [-0.2257, 0.4141, -3.2833], [1.1939, 1.7113, -1.0811], [-1.5861, 1.4126, 3.1066], [-3.4954, 0.0423, 2.2047], [-1.8631, -4.7554, -0.0659], [-0.4973, -5.3568, -1.0188], [-2.1014, -5.1861, -1.7709], [0.5830, -3.8938, -3.1609], [-0.1521, -2.4028, -3.7613], [-1.0809, -3.9296, -3.8136], [-3.3045, -2.4674, -0.9800], [-3.1994, -3.1792, -2.6140], [-2.7534, -1.4689, -2.3310], [5.2289, -0.8914, -0.2502], [4.2165, -1.2087, 1.1844], [3.8834, 0.2023, 0.1575], [4.7688, -3.5783, -1.0915], [3.1233, -4.2138, -1.3568], [3.6834, -3.8890, 0.3053], [4.4299, -1.4296, -2.8199], [3.0945, -0.2366, -2.6712], [2.7472, -1.8972, -3.2480], [-2.0333, 2.1955, -1.1987], [-1.8801, 1.1300, 0.2226], [-2.6072, 0.4986, -1.2698], [-0.3488, 1.3958, -3.7688], [-1.0557, -0.2482, -3.5697], [0.7250, -0.0305, -3.6157], [1.0733, 2.6984, -1.5707], [2.1806, 1.2766, -1.3504], [1.2269, 1.8679, 0.0109], [-0.9548, 4.6807, 2.3357], [-0.0687, 5.7546, 2.5505], [-0.3240, 6.6731, 3.5617], [-1.5200, 6.6337, 4.2973], [-2.5115, 5.7354, 3.8902], [-2.2626, 4.8074, 2.8618], [-0.5328, 3.3813, 1.2451], [0.3520, 2.4493, 1.8774], [0.8152, 5.8337, 1.9283], [0.3965, 7.4524, 3.7968], [-1.7116, 7.3329, 5.1207], [-3.4978, 5.7644, 4.3676], [-3.0659, 4.1683, 2.4732], [0.6078, -3.8992, 1.5117], [1.0744, -4.7095, 1.2500], [-0.0331, -4.1708, 2.1975]]
}

***

{
  "formula": "C10H16",
  "method": "ωB97M-V with the def2-TZVPD basis set",
  "e_above_lowest_kcal_mol": 51.4,
  "smiles": "Cc1ccccc1.CCC",
  "total_energy_ha": -390.553963,
  "spin_multiplicity": 1,
  "symbols": ["C", "C", "C", "C", "C", "C", "C", "H", "H", "H", "H", "H", "H", "H", "H", "C", "C", "C", "H", "H", "H", "H", "H", "H", "H", "H"],
  "coordinates": [[1.1213, 1.6151, 2.2110], [0.8500, 1.7782, 0.7660], [1.1015, 0.6852, -0.1415], [0.9046, 0.7852, -1.4489], [0.4119, 1.8935, -2.1213], [0.1821, 2.9764, -1.2782], [0.3393, 2.8839, 0.0952], [1.8364, 0.8517, 2.4469], [0.2045, 1.6520, 2.7534], [1.6910, 2.5404, 2.3915], [1.5364, -0.1088, 0.3233], [1.1575, 0.0215, -2.2668], [0.3167, 2.0669, -3.2191], [-0.0390, 3.9109, -1.7433], [0.0601, 3.7724, 0.6616], [-0.6417, -3.2897, 1.0669], [-0.7886, -2.7065, -0.4200], [-1.7547, -1.5240, -0.5687], [-0.7625, -4.4338, 1.0364], [0.4149, -3.1399, 1.3210], [-1.3023, -2.8535, 1.6796], [-0.9219, -3.5083, -1.1018], [0.2043, -2.3339, -0.7831], [-1.5651, -0.5116, -0.1421], [-2.7271, -1.8537, 0.0903], [-1.8297, -1.1697, -1.6081]]
}

***

{
  "formula": "C34H82O12S7",
  "method": "ωB97M-V with the def2-TZVPD basis set",
  "total_energy_ha": -5034.467814,
  "spin_multiplicity": 1,
  "symbols": ["C", "C", "C", "O", "C", "H", "H", "H", "H", "H", "H", "H", "H", "C", "C", "C", "O", "C", "H", "H", "H", "H", "H", "H", "H", "H", "C", "C", "C", "O", "C", "H", "H", "H", "H", "H", "H", "H", "H", "C", "C", "C", "O", "C", "H", "H", "H", "H", "H", "H", "H", "H", "C", "C", "C", "O", "C", "H", "H", "H", "H", "H", "H", "H", "H", "C", "S", "O", "C", "H", "H", "H", "H", "H", "H", "C", "S", "O", "C", "H", "H", "H", "H", "H", "H", "C", "S", "O", "C", "H", "H", "H", "H", "H", "H", "C", "S", "O", "C", "H", "H", "H", "H", "H", "H", "C", "S", "O", "C", "H", "H", "H", "H", "H", "H", "C", "S", "O", "C", "H", "H", "H", "H", "H", "H", "C", "S", "O", "C", "H", "H", "H", "H", "H", "H"],
  "coordinates": [[5.7717, -0.8859, 0.5168], [5.1135, 0.2208, -0.3128], [4.2948, -0.6230, -1.2982], [3.8524, -1.7443, -0.6403], [4.7442, -2.0746, 0.4144], [6.1086, -0.6030, 1.5153], [6.6493, -1.2112, -0.0321], [5.9067, 0.7590, -0.7698], [4.4948, 0.9005, 0.2932], [4.9278, -0.8640, -2.1637], [3.4427, -0.1152, -1.7455], [5.2538, -3.0203, 0.1615], [4.1411, -2.3204, 1.3077], [-5.6514, 0.2934, 3.2455], [-4.5193, 0.9442, 4.1022], [-4.0621, 2.1349, 3.3634], [-4.2683, 1.6516, 1.9942], [-5.5421, 1.0904, 1.9219], [-6.6248, 0.3403, 3.7917], [-5.4628, -0.7587, 3.0220], [-3.7076, 0.2766, 4.1650], [-4.7947, 1.0393, 5.1151], [-3.0320, 2.4357, 3.5692], [-4.7499, 2.9995, 3.5464], [-5.6904, 0.4501, 1.0036], [-6.3525, 1.9045, 1.9234], [0.5158, -0.2726, 5.4810], [0.5413, 1.1917, 4.9206], [0.5941, 0.8251, 3.4050], [-0.0354, -0.4111, 3.2086], [-0.5756, -0.7680, 4.4978], [0.3282, -0.3141, 6.5726], [1.4578, -0.7797, 5.3174], [1.3163, 1.8778, 5.2045], [-0.4404, 1.5624, 5.2034], [1.6409, 0.7168, 3.1323], [0.1170, 1.5690, 2.8432], [-0.8162, -1.8817, 4.4323], [-1.4854, -0.2576, 4.7205], [-4.0428, 3.7203, -4.7334], [-3.2769, 3.2107, -3.4898], [-3.4050, 1.7007, -3.6707], [-4.7198, 1.6113, -4.1653], [-5.2107, 2.7788, -4.7609], [-3.3930, 3.5617, -5.5791], [-4.3977, 4.7953, -4.7150], [-3.7415, 3.5796, -2.5896], [-2.2445, 3.5578, -3.5442], [-3.4869, 1.1140, -2.7696], [-2.6212, 1.3759, -4.4002], [-6.0537, 3.2043, -4.1926], [-5.6733, 2.4921, -5.7351], [1.3794, -5.1922, 0.6756], [0.9173, -3.7780, 1.1409], [1.4512, -3.6671, 2.5161], [2.6995, -4.3270, 2.5409], [2.7950, -5.3218, 1.4930], [1.6065, -5.3194, -0.3744], [0.7074, -5.9959, 1.0517], [-0.1159, -3.7001, 0.9594], [1.4826, -3.1092, 0.4698], [0.8421, -4.2666, 3.1301], [1.5647, -2.7321, 3.0282], [3.0507, -6.3350, 1.8323], [3.6555, -5.0089, 0.8966], [2.1699, -1.4959, -4.3365], [1.9368, -1.7439, -6.0684], [1.1169, -2.9713, -6.1254], [0.8500, -0.3832, -6.4414], [1.1610, -1.5219, -3.8433], [2.6086, -0.4889, -4.2247], [2.7749, -2.2904, -3.8917], [-0.0243, -0.4188, -5.7722], [0.5081, -0.4531, -7.4868], [1.4455, 0.4650, -6.2806], [-2.0392, -1.2558, 0.6021], [-3.3772, -2.3832, 0.7347], [-3.0236, -3.6830, 0.0869], [-3.2277, -2.7700, 2.5612], [-1.8558, -1.1417, -0.4634], [-1.1145, -1.6947, 1.0638], [-2.2504, -0.3315, 1.1157], [-4.1293, -3.1402, 2.9576], [-2.9874, -1.7621, 3.0077], [-2.3940, -3.4143, 2.6930], [4.3006, -1.7423, 3.9076], [4.9265, -0.2684, 4.6388], [3.7679, 0.6847, 4.4215], [4.9264, -0.7423, 6.2839], [5.0814, -2.4575, 3.6520], [3.6231, -1.4071, 3.0571], [3.6665, -2.2847, 4.5521], [5.2737, 0.1123, 6.8495], [5.7238, -1.4650, 6.5182], [3.9429, -1.0413, 6.6300], [0.5634, -4.3935, -2.8960], [-0.7835, -3.7123, -1.8841], [-0.7947, -2.2020, -2.1499], [-2.1652, -4.3472, -2.8922], [1.5389, -3.9247, -2.5562], [0.4326, -4.1483, -3.9526], [0.7770, -5.4922, -2.8558], [-1.9911, -4.1933, -3.9707], [-2.9945, -3.7830, -2.5497], [-2.2734, -5.4191, -2.6518], [-3.0805, 5.0994, 0.7530], [-1.5927, 4.8732, 1.7057], [-1.4849, 3.4547, 2.1100], [-0.3905, 5.0114, 0.3373], [-2.9735, 5.9997, 0.1755], [-3.9080, 5.1930, 1.4260], [-3.0829, 4.2562, 0.0916], [-0.7588, 4.3584, -0.4860], [0.5678, 4.6382, 0.6117], [-0.3609, 5.9897, -0.0947], [0.9489, 3.3679, -4.7863], [0.7734, 4.9445, -3.9717], [-0.0118, 4.6974, -2.7152], [2.4446, 5.1852, -3.4395], [1.4725, 2.6923, -4.0888], [1.6097, 3.4669, -5.6968], [0.0865, 2.8845, -5.1502], [2.8391, 4.3653, -2.8580], [2.4384, 6.0320, -2.7230], [3.0384, 5.3788, -4.3176], [1.0027, 0.2851, -0.1871], [0.8879, 1.7230, -1.1891], [1.7622, 1.4531, -2.3473], [-0.8020, 1.3894, -1.7412], [2.0293, 0.3780, 0.2206], [0.8527, -0.6563, -0.6724], [0.2608, 0.4222, 0.5796], [-1.1290, 2.0958, -2.5366], [-1.4101, 1.4981, -0.9301], [-0.8909, 0.4015, -2.0837]]
}

***

{
  "formula": "C20H42MoN3O3PS6",
  "method": "ωB97M-V with the def2-TZVPD basis set",
  "e_above_lowest_kcal_mol": 22.3,
  "charge": 4,
  "total_energy_ha": -3974.477094,
  "spin_multiplicity": 1,
  "symbols": ["Mo", "S", "S", "S", "S", "C", "C", "C", "C", "C", "C", "C", "S", "C", "O", "H", "H", "H", "H", "H", "H", "H", "H", "H", "H", "C", "C", "C", "S", "O", "C", "C", "C", "H", "H", "H", "H", "H", "H", "H", "H", "H", "H", "H", "H", "H", "H", "C", "N", "C", "P", "O", "N", "C", "C", "N", "C", "C", "H", "H", "H", "H", "H", "H", "H", "H", "H", "H", "H", "H", "H", "H", "H", "H", "H", "H"],
  "coordinates": [[-1.3654, 0.2143, 0.2475], [-2.7845, -1.2537, 1.4856], [-4.7562, -1.1652, 1.0051], [-4.9281, 0.0285, -0.5698], [-3.2680, 1.3014, -0.5840], [6.4044, 0.7526, 0.1771], [5.0288, 1.0499, -0.3112], [3.9170, 0.9596, 0.5353], [2.6430, 1.2456, 0.0768], [2.4685, 1.6246, -1.2473], [3.5463, 1.6799, -2.1222], [4.8160, 1.4062, -1.6482], [0.8515, 2.0570, -1.8851], [0.8572, 3.8211, -1.5609], [-0.1565, 1.5102, -0.8315], [6.4554, 0.6401, 1.2567], [7.1085, 1.5263, -0.1329], [6.7765, -0.1657, -0.2856], [4.0661, 0.6645, 1.5664], [1.7883, 1.1904, 0.7437], [3.4046, 1.9507, -3.1636], [5.6595, 1.4740, -2.3235], [1.1178, 4.0165, -0.5227], [-0.1250, 4.2242, -1.8087], [1.5987, 4.2659, -2.2274], [-1.0431, 4.9483, 4.2462], [-2.1797, 4.1431, 3.6168], [-1.9611, 2.6395, 3.7819], [-0.4519, 2.1913, 2.8538], [-1.0467, 1.1759, 1.7329], [0.5138, 1.0978, 3.9660], [0.0094, -0.3277, 4.1762], [-1.1664, -0.4736, 5.1389], [-1.1539, 6.0070, 4.0228], [-0.0619, 4.6317, 3.8684], [-1.0439, 4.8442, 5.3318], [-2.2931, 4.3870, 2.5563], [-3.1197, 4.4023, 4.1068], [-2.7690, 2.0459, 3.3515], [-1.8075, 2.3753, 4.8280], [0.5599, 1.6488, 4.9099], [1.5154, 1.0993, 3.5320], [0.8619, -0.8777, 4.5787], [-0.2226, -0.7877, 3.2093], [-0.9384, -0.0192, 6.1035], [-1.3612, -1.5292, 5.3263], [-2.0894, -0.0343, 4.7565], [-0.5115, -4.7522, -2.0082], [-0.7922, -3.5004, -1.2823], [-0.4906, -3.4970, 0.1460], [-1.1538, -2.1726, -2.1695], [-1.1852, -0.9557, -1.1271], [-0.0317, -1.7403, -3.2768], [-0.0741, -2.2842, -4.6455], [1.3301, -1.4840, -2.7883], [-2.6539, -2.2465, -2.7949], [-3.0512, -1.1464, -3.6991], [-3.3608, -3.5150, -3.0505], [0.5429, -5.0216, -1.9291], [-0.7634, -4.6449, -3.0638], [-1.1029, -5.5717, -1.5992], [0.2279, -4.2865, 0.3590], [-1.3841, -3.6813, 0.7538], [-0.0443, -2.5491, 0.4598], [-1.0969, -2.5177, -4.9378], [0.5328, -3.1865, -4.7431], [0.3182, -1.5352, -5.3326], [1.3024, -1.0385, -1.7945], [1.8217, -0.7944, -3.4739], [1.9256, -2.3995, -2.7460], [-2.4719, -0.2483, -3.4836], [-4.1110, -0.9341, -3.5492], [-2.9144, -1.4107, -4.7486], [-3.1538, -4.2397, -2.2671], [-3.0985, -3.9440, -4.0191], [-4.4307, -3.3091, -3.0529]]
}

***

{
  "formula": "C3H6N2O",
  "method": "ωB97M-V with the def2-TZVPD basis set",
  "e_above_lowest_kcal_mol": 31.1,
  "smiles": "CNC=O.C#N",
  "total_energy_ha": -302.643606,
  "spin_multiplicity": 1,
  "symbols": ["C", "N", "C", "O", "H", "H", "H", "H", "H", "C", "N", "H"],
  "coordinates": [[-1.3165, 0.1559, 0.8052], [0.0638, -0.2951, 0.7572], [1.1427, 0.5173, 0.6750], [2.2764, 0.1434, 0.4184], [-1.8050, -0.1284, 1.7445], [-1.3456, 1.2462, 0.7132], [-1.8788, -0.2612, -0.0372], [0.2407, -1.2754, 0.5756], [0.8926, 1.5797, 0.8486], [0.6055, -0.5630, -2.1680], [-0.4497, -0.6534, -2.6283], [1.5740, -0.4662, -1.7043]]
}

***

{
  "formula": "C19H27NO2",
  "method": "ωB97M-V with the def2-TZVPD basis set",
  "e_above_lowest_kcal_mol": 0.0,
  "smiles": "CCCCCCCCCCCc1cccc2c1C(=O)NC2=O",
  "total_energy_ha": -945.464160,
  "spin_multiplicity": 1,
  "symbols": ["C", "C", "C", "C", "C", "C", "C", "C", "C", "C", "C", "C", "C", "C", "C", "C", "C", "C", "O", "N", "C", "O", "H", "H", "H", "H", "H", "H", "H", "H", "H", "H", "H", "H", "H", "H", "H", "H", "H", "H", "H", "H", "H", "H", "H", "H", "H", "H", "H"],
  "coordinates": [[4.9972, -1.6632, -1.0631], [4.2043, -0.3939, -0.7033], [3.0036, -0.7004, 0.1986], [2.4659, 0.4517, 1.0878], [2.8600, 1.8836, 0.7248], [2.3537, 2.4049, -0.6334], [0.9509, 1.9272, -1.0116], [-0.1605, 2.4964, -0.1187], [-1.3649, 1.5514, -0.0265], [-2.1439, 1.4588, -1.3358], [-3.2998, 0.4372, -1.3284], [-2.9571, -0.8259, -0.5818], [-2.0080, -1.7121, -1.1002], [-1.6226, -2.8734, -0.4290], [-2.1804, -3.2002, 0.8031], [-3.1173, -2.3280, 1.3164], [-3.5036, -1.1672, 0.6488], [-4.4934, -0.4610, 1.5088], [-5.0397, 0.5924, 1.3345], [-4.7277, -1.2905, 2.6423], [-3.8472, -2.4027, 2.6101], [-3.7688, -3.2387, 3.4678], [6.0213, -1.4044, -1.3404], [4.5442, -2.2076, -1.8911], [5.0722, -2.3217, -0.1947], [3.8304, 0.0295, -1.6366], [4.8890, 0.3019, -0.2188], [2.1850, -1.0853, -0.4182], [3.2784, -1.5256, 0.8624], [1.3775, 0.3717, 1.1415], [2.8214, 0.2735, 2.1073], [3.9443, 2.0041, 0.7648], [2.4651, 2.5297, 1.5159], [2.3537, 3.4991, -0.6095], [3.0423, 2.0926, -1.4217], [0.7645, 2.2267, -2.0487], [0.9108, 0.8332, -1.0110], [0.2348, 2.6073, 0.8950], [-0.4738, 3.4751, -0.4907], [-2.0443, 1.8648, 0.7719], [-0.9690, 0.5698, 0.2563], [-2.5797, 2.4473, -1.5160], [-1.4728, 1.2716, -2.1780], [-3.5329, 0.1548, -2.3593], [-4.2017, 0.8826, -0.9136], [-1.5511, -1.4737, -2.0545], [-0.8734, -3.5142, -0.8773], [-1.8949, -4.0894, 1.3488], [-4.7424, -0.7598, 3.5051]]
}

***

{
  "formula": "C4H3S2",
  "method": "ωB97M-V with the def2-TZVPD basis set",
  "e_above_lowest_kcal_mol": 12.4,
  "charge": -1,
  "smiles": "Cc1c([S-])c1=S",
  "total_energy_ha": -950.582918,
  "spin_multiplicity": 1,
  "symbols": ["C", "C", "C", "S", "C", "S", "H", "H", "H"],
  "coordinates": [[1.3866, -0.0314, 0.0056], [-0.0763, 0.1659, 0.0035], [-1.1890, -0.6290, -0.0356], [-1.8714, -2.1449, 0.0194], [-1.3367, 0.8930, -0.0389], [-2.1556, 2.2867, 0.0451], [1.4275, -1.0124, 0.6139], [2.0113, 0.7687, 0.3237], [1.8037, -0.2965, -0.9367]]
}

***

{
  "formula": "C3H6OS",
  "method": "ωB97M-V with the def2-TZVPD basis set",
  "e_above_lowest_kcal_mol": 20.9,
  "charge": -2,
  "smiles": "[O-]CCC[S-]",
  "total_energy_ha": -591.198411,
  "spin_multiplicity": 1,
  "symbols": ["O", "C", "C", "C", "S", "H", "H", "H", "H", "H", "H"],
  "coordinates": [[-1.4216, 1.7467, -1.8883], [-1.4527, 1.1060, -0.7211], [0.0698, 0.6139, -0.3354], [0.1233, -0.2378, 0.8688], [1.3854, -1.5980, 0.9485], [-2.0229, 1.6011, 0.1523], [-2.1083, 0.0671, -0.7040], [0.8229, 1.4353, -0.1499], [0.2731, -0.0365, -1.2069], [-0.7340, -0.6436, 1.2326], [0.5322, 0.2777, 1.7335]]
}

***

Values for strongest force on any atom, eV/A, ordered as above
2.51 6.08 3.48 2.90 1.19 1.16 5.29 3.76